[1]
ORCA calculation (ωB97M-V/def2-TZVPD) on a cluster of 2 separate species, C5H6N2 in total.

Last columns: bonded neighbours and bond lengths (Å).
Positions of all 13 atoms, in Å:
1 C -0.1589 -0.6936 -1.7219  C2 1.359, C5 1.458, H6 1.070
2 C 0.6481 -1.2024 -0.7546  C1 1.359, C3 1.476, H7 1.084
3 C 0.1443 -0.8013 0.5736  C2 1.476, N4 1.497, H8 1.016, H9 1.211
4 N -1.0647 0.0302 0.2779  C3 1.497, C5 1.295
5 C -1.1934 0.0486 -1.0109  C1 1.458, N4 1.295, H10 0.986
6 H -0.1648 -0.5941 -2.7871  C1 1.070
7 H 1.5132 -1.8525 -0.8220  C2 1.084
8 H 0.7845 -0.3331 1.2088  C3 1.016
9 H -0.3302 -1.7554 1.1481  C3 1.211
10 H -1.9346 0.5832 -1.3823  C5 0.986
11 C 0.5774 2.2711 1.6789  N12 1.142, H13 1.088
12 N 1.4996 1.6443 1.4325  C11 1.142
13 H -0.3205 2.6550 2.1591  C11 1.088

Results
Calculated total energy ... -8259.8354 eV
Net charge ... 0
Structure (SMILES) ... C1=CCN=C1.C#N

[2]
ORCA calculation (ωB97M-V/def2-TZVPD) on a cluster of 2 separate species, C24H30N3 in total.

Last columns: bonded neighbours and bond lengths (Å).
Positions of all 57 atoms, in Å:
1 C 2.4809 -2.2994 1.7054  N2 1.435, H10 1.093, H11 1.100, H12 1.104
2 N 1.2119 -2.9696 1.6930  C1 1.435, C3 1.439, C8 1.371
3 C 1.2764 -4.3787 1.4085  N2 1.439, C4 1.508, H13 1.107, H14 1.095
4 C 0.0474 -5.0801 1.9290  C3 1.508, C5 1.507, H15 1.092, H16 1.096
5 C -1.1819 -4.3814 1.4073  C4 1.507, N6 1.439, H17 1.107, H18 1.094
6 N -1.1218 -2.9730 1.6967  C5 1.439, C7 1.434, C8 1.371
7 C -2.3921 -2.3072 1.7223  N6 1.434, H19 1.093, H20 1.104, H21 1.099
8 C 0.0436 -2.2551 1.6249  N2 1.371, N6 1.371, C9 1.391
9 C 0.0386 -0.8739 1.4638  C8 1.391, H22 1.082, H23 1.082
10 H 2.4013 -1.3750 2.2833  C1 1.093
11 H 3.2072 -2.9635 2.1960  C1 1.100
12 H 2.8564 -2.0596 0.6951  C1 1.104
13 H 1.3721 -4.5550 0.3193  C3 1.107
14 H 2.1750 -4.7718 1.8950  C3 1.095
15 H 0.0488 -6.1229 1.6042  C4 1.092
16 H 0.0466 -5.0517 3.0243  C4 1.096
17 H -1.2704 -4.5567 0.3181  C5 1.107
18 H -2.0817 -4.7777 1.8878  C5 1.094
19 H -2.3110 -1.3816 2.2976  C7 1.093
20 H -2.7808 -2.0675 0.7173  C7 1.104
21 H -3.1126 -2.9746 2.2160  C7 1.099
22 H -0.9011 -0.3443 1.3816  C9 1.082
23 H 0.9759 -0.3393 1.3841  C9 1.082
24 C -3.4354 2.6712 -1.3651  C25 1.470, H42 1.093, H43 1.102, H44 1.102
25 C -2.0403 2.9242 -0.9769  C24 1.470, N26 1.354, C34 1.430
26 N -1.6653 4.0018 -0.2477  C25 1.354, C27 1.455, C28 1.404
27 C -2.5819 5.0255 0.2301  N26 1.455, H45 1.091, H46 1.099, H47 1.099
28 C -0.2800 3.9841 -0.0185  N26 1.404, C29 1.414, C33 1.390
29 C 0.2311 2.8092 -0.6160  C28 1.414, C30 1.387, C34 1.463
30 C 1.5630 2.4746 -0.4191  C29 1.387, C31 1.401, H48 1.086
31 C 2.3910 3.3523 0.2919  C30 1.401, C32 1.404, H49 1.090
32 C 1.8807 4.5415 0.8362  C31 1.404, C33 1.407, H50 1.090
33 C 0.5176 4.8632 0.7041  C28 1.390, C32 1.407, H51 1.087
34 C -0.8911 2.1171 -1.2491  C25 1.430, C29 1.463, C35 1.387
35 C -0.8829 0.8822 -1.8811  C34 1.387, C36 1.443, H52 1.094
36 C 0.2900 0.1351 -2.2673  C35 1.443, C37 1.421, C41 1.416
37 C 1.4149 0.7083 -2.9202  C36 1.421, C38 1.393, H53 1.092
38 C 2.5462 -0.0567 -3.1969  C37 1.393, C39 1.400, H54 1.092
39 C 2.5910 -1.4064 -2.8287  C38 1.400, C40 1.402, H55 1.089
40 C 1.4772 -2.0022 -2.2208  C39 1.402, C41 1.389, H56 1.092
41 C 0.3320 -1.2519 -1.9881  C36 1.416, C40 1.389, H57 1.092
42 H -3.4368 1.7362 -1.9311  C24 1.093
43 H -4.1090 2.5458 -0.5021  C24 1.102
44 H -3.8542 3.4556 -2.0155  C24 1.102
45 H -2.0045 5.7492 0.8071  C27 1.091
46 H -3.0783 5.5443 -0.6017  C27 1.099
47 H -3.3664 4.5991 0.8712  C27 1.099
48 H 1.9377 1.5384 -0.8221  C30 1.086
49 H 3.4441 3.0976 0.4139  C31 1.090
50 H 2.5546 5.2113 1.3699  C32 1.090
51 H 0.0779 5.7606 1.1327  C33 1.087
52 H -1.8570 0.4289 -2.0844  C35 1.094
53 H 1.3876 1.7684 -3.1819  C37 1.092
54 H 3.4039 0.4060 -3.6896  C38 1.092
55 H 3.4831 -2.0001 -3.0232  C39 1.089
56 H 1.4873 -3.0587 -1.9457  C40 1.092
57 H -0.5563 -1.6960 -1.5346  C41 1.092

Results
Calculated total energy ... -29838.3094 eV
Net charge ... +1

[3]
ORCA calculation (ωB97M-V/def2-TZVPD) on an isolated molecule of C5H6N2.

Last columns: bonded neighbours and bond lengths (Å).
Positions of all 13 atoms, in Å:
1 N 2.2945 -1.3785 1.2604  C2 1.157
2 C 1.5615 -0.5380 0.9535  N1 1.157, C3 1.470
3 C 0.6237 0.5181 0.5463  C2 1.470, C4 1.551, N7 1.504, H8 1.098
4 C 0.2953 0.6469 -0.9640  C3 1.551, C5 1.546, H9 1.093, H10 1.094
5 C -1.1410 0.1879 -0.6211  C4 1.546, C6 1.465, N7 1.491, H11 1.091
6 C -1.2895 -1.1767 -0.1078  C5 1.465, N7 1.779, H12 1.101
7 N -0.8289 0.2597 0.8354  C3 1.504, C5 1.491, C6 1.779, H13 1.125
8 H 0.9423 1.4621 1.0070  C3 1.098
9 H 0.8480 0.0030 -1.6529  C4 1.093
10 H 0.3675 1.6862 -1.2978  C4 1.094
11 H -2.0022 0.7367 -1.0055  C5 1.091
12 H -0.3518 -1.7458 -0.2073  C6 1.101
13 H -1.3195 -0.6617 1.2537  N7 1.125

Results
Calculated total energy ... -8257.0892 eV
Net charge ... 0

Energy above the lowest of the compared OMol25 structures with the same formula, charge and spin for every record listed, in sequence, given in kcal/mol: 58.18; 33.99; 121.51.
Frontier orbital gap for every record listed, in sequence, given in eV: 10.3142; 4.6502; 9.9040.